Entry 1:
8
Properties=species:S:1:pos:R:3:forces:R:3 method="wB97M-V/def2-TZVPD" orbital_gap_ev=10.33
N -0.4515 -0.9591 0.6254 -1.49 0.27 3.04
C 0.4983 -0.1399 0.0024 2.00 2.65 2.58
N 0.0199 0.6618 -0.9615 0.19 1.54 -1.85
O 1.6752 0.1441 0.4135 -2.84 -2.32 -0.87
H -0.0893 -1.2729 1.6211 -1.00 0.90 -2.89
H -1.4797 -0.4770 0.7385 3.65 -1.62 -0.47
H -1.0144 0.6860 -1.2232 2.57 0.24 0.21
H 0.8415 1.3570 -1.2163 -3.07 -1.68 0.25


Entry 2:
8
Properties=species:S:1:pos:R:3:forces:R:3 method="wB97M-V/def2-TZVPD" orbital_gap_ev="9.14 / 10.31" spin_multiplicity=3
C -0.2040 1.3095 0.0379 -0.84 0.34 -3.87
N -0.4041 0.5161 -0.9124 -0.19 -1.73 0.40
N 0.3524 -2.4364 0.5131 -2.65 2.07 -1.23
O 1.3409 -2.0883 1.0935 2.22 0.02 1.24
H 0.1620 0.9512 0.8830 1.50 -1.50 4.02
H -0.2863 2.3305 -0.1139 -0.36 2.24 0.16
H -0.7542 0.9240 -1.7573 -0.11 0.55 -0.48
H -0.2068 -1.5066 0.2560 0.42 -1.97 -0.23


Entry 3:
9
Properties=species:S:1:pos:R:3:forces:R:3 method="wB97M-V/def2-TZVPD" orbital_gap_ev=10.43
N -1.6796 0.9919 0.3249 -0.11 2.25 2.18
C -1.6726 0.0014 -0.2893 -1.02 -0.49 -1.89
O -1.7960 -0.7913 -1.1483 0.59 -0.89 0.39
H -1.5863 1.5373 1.1710 0.17 -0.77 -0.57
N 1.1733 0.3015 -0.1359 1.15 -1.56 1.29
O 1.6638 -0.7914 0.8201 0.36 2.49 -0.39
H 2.0806 0.5532 -0.5455 -0.56 -0.13 -0.17
H 0.6528 -0.2440 -0.8200 0.30 0.26 -0.40
H 1.1640 -1.5584 0.6229 -0.88 -1.15 -0.45


Entry 4:
9
Properties=species:S:1:pos:R:3:forces:R:3 method="wB97M-V/def2-TZVPD" orbital_gap_ev="9.04 / 8.90"
C -0.9534 -0.4221 -0.2663 -0.58 -4.14 -1.44
N 0.8938 0.8347 0.5452 -2.55 2.50 1.02
N 0.4667 -0.2740 0.0254 2.96 -1.37 -1.36
O 2.0354 1.2975 0.6154 0.00 -1.09 -0.12
O 1.3356 -1.1644 -0.4825 -2.19 2.45 1.46
H -1.5464 -0.8744 0.6100 0.88 1.04 -1.42
H -0.9083 -1.2440 -1.1561 -0.09 1.49 2.53
H -1.4092 0.3446 -0.8573 -0.15 1.23 0.58
H 0.0857 1.5021 0.9663 1.72 -2.11 -1.25


Here are the calculated largest force on an atom numbers, same order: 4.21, 4.54, 3.14, 4.42 (eV Å⁻¹).
Here are the calculated energy relative to the best compared isomer or geometry (same formula, charge and spin) numbers, same order: 29.4, 11.6, 47.9, 124.4 (kcal/mol).